Entry 1:
A cluster of 2 separate species, C9H14O in total at a distorted geometry. Source: the OMol25 dataset; level of theory: the ωB97M-V functional and the def2-TZVPD basis.

The spin multiplicity is 2. Its expectation value of S² is 0.77. Its net charge is +1. The energy above the lowest of the compared OMol25 structures with the same formula, charge and spin is 28.91 kcal per mole.

```
24
Properties=species:S:1:pos:R:3:forces:R:3
C -0.09525 -2.58023 0.50810 0.1 1.5 -1.0
C 0.69617 -2.17740 -0.75433 0.1 -2.3 -1.8
H 0.48903 -2.96496 1.34120 -0.2 -0.2 -0.2
H -0.52638 -1.60584 0.76438 -0.3 -0.5 0.8
H -0.92086 -3.20615 0.15497 0.2 -0.2 0.7
H 0.54208 -2.98437 -1.52721 0.0 0.6 0.6
H 1.79351 -2.14346 -0.79437 -0.3 0.6 0.8
H 0.23145 -1.32817 -1.24728 0.2 0.5 0.1
C -1.13866 1.56948 -2.10767 0.2 0.2 -0.3
C -1.34921 1.06778 0.31716 -1.2 -1.0 0.2
C -0.48155 1.36209 -0.76949 -1.4 1.7 -0.6
C -0.86638 0.70235 1.52881 0.5 0.1 -0.7
C 0.54667 0.74273 1.67066 0.6 0.1 1.3
C 0.84351 1.74114 -0.48851 1.7 -2.0 1.0
C 1.38954 1.42079 0.76139 -0.9 0.4 -1.9
O 1.03343 0.08421 2.72266 -0.6 0.6 0.1
H -2.42447 0.98097 0.10524 0.5 0.2 0.2
H -1.41533 0.37732 2.39761 -0.4 -0.1 -0.1
H -0.60286 2.26365 -2.74393 0.5 0.1 0.1
H -2.14757 2.00022 -2.02810 0.2 -0.5 0.3
H 1.57674 1.85084 -1.28455 -0.4 0.8 -0.1
H 1.57170 0.63651 3.30964 0.6 -0.2 -0.2
H 2.45216 1.53506 0.87532 0.2 -0.1 0.5
H -1.19746 0.65542 -2.71171 -0.1 -0.1 0.3
```
Positions in Å, forces in eV/Å.

Charge distribution, Löwdin scheme, values in e:
1 C -0.127
2 C -0.161
3 H 0.075
4 H 0.019
5 H 0.078
6 H 0.080
7 H 0.071
8 H 0.034
9 C -0.004
10 C 0.011
11 C -0.184
12 C 0.042
13 C -0.251
14 C 0.039
15 C 0.078
16 O 0.149
17 H 0.149
18 H 0.150
19 H 0.092
20 H 0.106
21 H 0.143
22 H 0.162
23 H 0.137
24 H 0.112


Entry 2:
A cluster of 2 separate species, C9H14O in total at a distorted geometry. Source: the OMol25 dataset; level of theory: the ωB97M-V functional and the def2-TZVPD basis.

The spin multiplicity is 2. Its expectation value of S² is 0.77. Its net charge is +1. The energy above the lowest of the compared OMol25 structures with the same formula, charge and spin is 44.83 kcal per mole.

```
24
Properties=species:S:1:pos:R:3:forces:R:3
C -1.49545 1.22852 -2.55942 -1.3 3.4 -1.4
C -0.71746 2.92053 -0.71186 -0.1 1.8 -2.0
C -0.88580 1.60432 -1.27723 0.7 0.8 0.4
C -0.09415 3.13064 0.47730 -0.3 -3.0 -0.4
C -0.25903 0.57550 -0.58837 1.6 -3.1 0.3
C 0.51573 2.01468 1.18811 -0.6 0.3 -0.5
C 0.49036 0.70841 0.58029 0.2 0.3 -1.0
O 1.05163 2.25940 2.39317 1.5 0.1 -0.9
H -0.93815 3.81641 -1.39659 -0.2 -1.4 1.4
H -0.08629 4.03682 0.95952 0.3 2.2 0.8
H -1.70135 0.19742 -2.59774 -0.6 -1.2 0.0
H -0.83876 1.43444 -3.46004 -0.3 0.1 1.0
H -0.25686 -0.39647 -1.20391 0.2 1.3 1.6
H 1.21189 -0.06561 0.91178 -1.0 0.4 0.0
H 2.04175 2.44160 2.34912 -1.5 -0.4 0.3
H -2.43569 1.91346 -2.75883 1.6 -1.5 0.3
C 0.32540 -3.52210 1.69158 -1.1 2.3 1.0
C 0.67300 -3.40548 0.24723 3.0 0.7 -1.5
H 1.20172 -3.55105 2.29749 0.8 -0.4 0.4
H -0.16800 -2.58043 2.09625 -0.1 -1.3 -0.4
H -0.24852 -4.42391 1.84977 -0.4 0.2 0.4
H 0.37905 -4.30549 -0.20914 -0.7 -0.9 -1.1
H 1.80738 -3.48689 0.16579 -1.2 0.3 -0.1
H 0.42760 -2.54472 -0.44429 -0.3 -0.7 1.3
```
Positions in Å, forces in eV/Å.

Charge distribution, Löwdin scheme, values in e:
1 C -0.012
2 C 0.031
3 C -0.201
4 C 0.057
5 C -0.003
6 C -0.208
7 C 0.084
8 O 0.107
9 H 0.168
10 H 0.109
11 H 0.068
12 H 0.142
13 H 0.147
14 H 0.148
15 H 0.195
16 H 0.153
17 C -0.177
18 C -0.190
19 H 0.051
20 H 0.080
21 H 0.068
22 H 0.040
23 H 0.088
24 H 0.055


Entry 3:
A cluster of 2 separate species, C9H14O2Si in total at a distorted geometry. Source: the OMol25 dataset; level of theory: the ωB97M-V functional and the def2-TZVPD basis.

The SMILES is CC(C)[Si](=O)c1ccccc1.O. The spin multiplicity is 1. The energy above the lowest of the compared OMol25 structures with the same formula, charge and spin is 68.84 kcal per mole.

```
26
Properties=species:S:1:pos:R:3:forces:R:3
C 1.77835 1.74408 -0.86617 -4.6 -0.6 2.5
C 1.53684 0.21212 -0.57962 2.0 0.4 0.7
C 0.49851 -0.40194 -1.54499 0.4 2.0 1.3
Si 1.01014 0.10206 1.26030 -0.7 0.9 -1.9
O 2.01193 0.17825 2.38743 0.1 -0.1 0.7
C -0.90403 0.36358 1.22802 0.2 1.5 0.6
C -1.53266 1.64238 1.52244 -0.7 -3.1 -0.7
C -2.90888 1.75512 1.48297 -0.9 -0.8 -0.3
C -3.72467 0.69093 1.10442 0.8 -1.5 0.5
C -3.10053 -0.53017 0.74748 -0.3 0.7 0.6
C -1.70936 -0.70063 0.82006 -1.3 2.7 0.4
H 1.95318 1.84500 -1.86541 1.3 0.6 -2.6
H 0.78098 2.34347 -0.72729 1.4 -1.1 -0.1
H 2.40648 2.16722 -0.13715 1.5 0.6 0.3
H 2.62609 -0.16416 -0.74713 -2.0 -0.1 0.5
H -0.30750 0.37982 -1.56416 0.5 -0.8 -0.6
H 0.04936 -1.25243 -1.01695 0.4 -0.4 -1.4
H 1.08951 -0.44947 -2.47166 -1.1 -0.8 -0.1
H -1.02293 2.49101 1.79612 1.6 1.6 0.7
H -3.51284 2.58862 1.78428 0.6 0.9 0.2
H -4.81160 0.78472 1.30484 0.8 -0.3 -0.7
H -3.70313 -1.38760 0.53292 -0.3 -0.3 -0.3
H -1.24766 -1.55531 0.46533 0.5 -1.9 -0.3
O 2.12625 -4.33653 0.97619 -0.3 0.6 -0.4
H 3.08323 -4.50068 1.04543 -1.1 -0.6 0.5
H 1.51342 -4.95727 1.40681 1.3 0.0 -0.1
```
Positions in Å, forces in eV/Å.

Charge distribution, Löwdin scheme, values in e:
1 C -0.121
2 C -0.464
3 C -0.118
4 Si 0.692
5 O -0.325
6 C -0.219
7 C -0.064
8 C -0.102
9 C -0.075
10 C -0.063
11 C -0.125
12 H 0.035
13 H 0.105
14 H 0.050
15 H 0.131
16 H 0.088
17 H 0.046
18 H 0.087
19 H 0.073
20 H 0.098
21 H 0.113
22 H 0.092
23 H 0.063
24 O -0.082
25 H 0.044
26 H 0.040


Entry 4:
The molecule C9H14OS3 at a distorted geometry. Source: the OMol25 dataset; level of theory: the ωB97M-V functional and the def2-TZVPD basis.

The SMILES is CSC(=S)[C@@]1(SC)CCCCC1=O. The spin multiplicity is 1. The energy above the lowest of the compared OMol25 structures with the same formula, charge and spin is 0.00 kcal per mole.

```
27
Properties=species:S:1:pos:R:3:forces:R:3
C -2.18048 -2.93792 -2.07208 -2.8 -0.2 1.1
S -1.35733 -1.41187 -2.12194 1.8 1.1 -0.3
C -1.37089 -0.98197 -0.46158 0.7 0.8 2.3
S -2.29285 -1.63597 0.73798 0.3 0.0 -0.7
C -0.26436 0.15880 0.04501 -2.5 -1.7 -3.1
S 0.11159 1.07091 -1.48246 1.3 -0.2 -0.6
C 1.60400 0.18841 -2.11060 -1.2 0.9 -1.6
C -0.89936 1.24317 0.88186 -0.6 -0.4 1.6
C 0.05577 2.37721 1.23713 1.1 -1.7 1.7
C 1.43282 1.67595 1.67358 -1.5 -0.9 -2.3
C 1.18033 0.17323 1.92119 3.8 0.2 2.3
C 0.83082 -0.60376 0.76978 -0.3 -1.1 -1.7
O 1.28310 -1.69952 0.45254 -0.7 1.7 0.3
H -1.77924 -3.65553 -1.33791 0.2 0.2 -0.5
H -2.39787 -3.36123 -3.08030 0.3 0.5 0.8
H -3.12906 -2.52630 -1.57685 0.6 -1.5 -0.8
H 2.38111 0.95191 -2.03905 0.2 -0.4 -0.8
H 1.39119 -0.32077 -3.11675 0.6 1.1 1.4
H 1.79220 -0.55568 -1.40442 0.5 -1.3 0.9
H -1.13925 0.80533 1.85787 -0.4 -0.1 -0.3
H -1.88214 1.46359 0.48362 0.0 0.7 -0.4
H -0.37356 2.99451 2.03206 0.2 -0.1 -0.2
H 0.38723 2.93712 0.43940 -0.1 1.6 -1.8
H 1.89809 2.08737 2.51145 0.5 0.8 1.5
H 2.17597 1.75421 0.83892 -0.7 0.1 0.5
H 0.37539 0.07619 2.63630 0.1 -0.4 0.6
H 2.16678 -0.26740 2.28524 -1.4 0.4 0.2
```
Positions in Å, forces in eV/Å.

Charge distribution, Löwdin scheme, values in e:
1 C -0.458
2 S 0.855
3 C -1.021
4 S 0.718
5 C -0.671
6 S 0.890
7 C -0.335
8 C -0.279
9 C -0.168
10 C -0.122
11 C -0.137
12 C -0.439
13 O 0.095
14 H 0.047
15 H 0.059
16 H 0.021
17 H 0.030
18 H 0.065
19 H -0.016
20 H 0.096
21 H 0.119
22 H 0.116
23 H 0.042
24 H 0.082
25 H 0.122
26 H 0.131
27 H 0.158